Density functional theory data (wB97M-V/def2-TZVPD) for a molecular structure, C14H12MnN4O2S.

```
34
Properties=species:S:1:pos:R:3:forces:R:3:lowdin_spin:R:1
Mn -0.335 -0.446 -0.013 -0.624 -0.786 1.141 3.988
N 0.384 0.952 3.994 -0.046 -0.073 -0.006 -0.002
C 0.413 0.615 2.715 -0.078 -0.445 -1.393 -0.009
S -1.123 0.332 1.903 -0.955 0.281 0.469 -0.133
N 1.529 0.486 2.037 1.196 0.643 1.393 -0.019
N 1.398 0.152 0.773 1.639 -0.339 -0.836 -0.009
C 2.445 -0.186 0.034 -1.113 0.702 1.969 0.036
C 2.133 -0.535 -1.316 -0.587 -0.357 -1.351 0.010
C 3.026 -0.980 -2.300 -0.398 0.385 0.943 0.006
C 2.540 -1.289 -3.555 -0.588 0.023 -0.184 0.009
C 1.178 -1.147 -3.823 0.377 0.021 0.113 0.007
C 0.344 -0.734 -2.799 -0.152 0.039 -0.357 0.017
N 0.796 -0.440 -1.584 1.198 -0.294 -1.470 0.020
H -0.504 0.997 4.469 0.149 -0.056 0.029 -0.001
H 1.234 0.983 4.536 0.039 0.087 -0.100 0.000
H 3.443 -0.201 0.451 -0.015 -0.004 0.062 0.001
H 4.070 -1.087 -2.054 0.122 0.031 0.000 0.000
H 3.209 -1.647 -4.323 0.060 0.002 -0.066 0.000
H 0.772 -1.359 -4.798 -0.043 -0.045 -0.042 0.000
H -0.728 -0.627 -2.944 0.142 -0.112 -0.099 0.003
O 0.277 -2.295 2.268 0.189 -0.415 -0.153 -0.004
C 0.390 -2.836 1.174 0.291 0.113 1.637 0.010
O -0.177 -2.358 0.113 -0.714 0.639 -1.571 0.072
C 1.264 -4.031 0.986 -0.054 0.051 -0.080 -0.005
C 1.896 -4.257 -0.234 -0.126 -0.032 0.109 0.001
C 2.783 -5.312 -0.359 0.079 0.016 -0.012 0.000
C 3.033 -6.141 0.726 0.037 0.055 -0.115 0.001
C 2.388 -5.924 1.934 0.030 0.009 0.054 0.000
C 1.513 -4.862 2.074 -0.054 0.087 -0.193 0.000
H 1.694 -3.602 -1.073 -0.048 -0.036 -0.009 0.000
H 3.286 -5.484 -1.299 0.039 -0.038 -0.049 0.000
H 3.744 -6.948 0.631 0.002 -0.105 -0.015 0.000
H 2.582 -6.572 2.773 0.020 -0.092 0.091 0.000
H 1.012 -4.669 3.009 -0.013 0.047 0.091 0.000
```
Positions in Å, forces in eV/Å.

Properties
**HOMO-LUMO gap (alpha / beta)**: 5.67 / 6.62 eV
**HOMO energy (alpha / beta)**: -11.7559 / -11.7767 eV
**2S+1**: 5
**LUMO (alpha / beta)**: -6.09 / -5.16 eV
**Expectation value of S²**: 6.2164
**Energy above the lowest of the compared OMol25 structures with the same formula, charge and spin**: 71.4 kJ/mol
**Net charge**: +1
**DFT total energy**: -2459.1758 a.u.



Density functional theory data (wB97M-V/def2-TZVPD) for a single C14H12N2O4 molecule.

```
32
Properties=species:S:1:pos:R:3:forces:R:3:mulliken_charge:R:1
O -2.862 1.625 -1.384 0.266 -0.838 3.191 -0.637
C -2.083 1.205 -0.514 2.246 1.552 -5.272 0.145
N -2.193 1.251 0.864 -9.817 4.242 -11.759 -0.111
N -1.375 0.884 1.633 4.250 -2.702 5.947 -0.093
C -1.798 0.974 2.820 14.991 -7.661 -2.289 -0.776
C -0.666 0.652 3.747 -0.773 -0.006 2.418 0.847
C -0.719 0.817 5.080 -1.542 -2.662 4.906 -0.547
C 0.432 -0.067 5.668 -0.346 1.976 -4.044 -0.519
C 1.178 -0.404 4.534 1.000 -0.095 3.294 -0.097
O 0.492 0.024 3.487 0.638 -0.445 -4.610 -0.283
C -0.671 0.656 -1.129 -6.272 -4.863 5.047 -0.143
C -0.945 -0.857 -0.922 2.487 -1.572 2.427 -0.565
O 0.394 -1.504 -1.310 -3.942 -2.964 7.755 -0.456
C 0.966 -1.208 -2.304 5.457 7.427 -12.059 0.935
C 2.029 -1.776 -3.079 -4.088 -0.358 4.796 -0.970
C 2.426 -1.486 -4.295 4.552 4.067 -5.636 -0.365
C 2.200 -0.158 -4.920 -3.341 -5.219 9.287 -0.937
C 1.170 0.511 -4.176 0.737 3.148 -3.776 -0.375
C 0.646 0.211 -3.040 0.655 -8.246 7.085 0.423
O -0.418 0.601 -2.350 -1.938 6.083 -7.948 -0.417
H -3.182 1.625 0.988 1.305 -0.498 1.094 0.368
H -2.403 1.443 3.253 -10.220 6.879 5.346 0.640
H -1.744 1.014 5.753 3.095 -0.100 -2.116 0.193
H 0.802 -0.226 6.627 0.008 -0.015 1.593 0.417
H 2.345 -0.860 4.463 -3.937 1.336 -0.272 0.273
H -0.008 0.792 -0.415 4.119 1.555 2.917 0.834
H -1.044 -1.187 0.135 0.042 0.141 -0.704 0.344
H -1.567 -1.439 -1.553 -1.330 0.493 -0.710 0.291
H 2.287 -2.664 -2.684 1.514 -3.256 1.135 0.470
H 3.351 -2.092 -4.661 -2.063 0.802 0.259 0.241
H 2.275 0.206 -5.790 1.655 1.969 -6.723 0.560
H 0.684 1.438 -4.527 0.592 -0.169 -0.579 0.309
```
Positions in Å, forces in eV/Å.

Properties
**HOMO-LUMO gap**: 7.10 eV
**HOMO energy**: -7.2996 eV
**2S+1**: 1
**LUMO**: -0.20 eV
**Energy above the lowest of the compared OMol25 structures with the same formula, charge and spin**: 1356.8 kJ/mol
**DFT total energy**: -950.6818 a.u.
**SMILES string**: O=C(N/N=C/c1ccco1)[C@H]1COc2ccccc2O1



Density functional theory data (wB97M-V/def2-TZVPD) for a single C14H12N6OS molecule.

```
34
Properties=species:S:1:pos:R:3:forces:R:3:mulliken_charge:R:1
C 3.347 0.935 -0.217 0.286 -1.654 -0.037 -1.328
C 2.364 1.982 0.161 1.746 1.903 -0.895 0.784
C 2.717 3.361 0.181 -2.489 0.290 0.865 -0.773
C 1.611 4.288 0.520 5.465 -0.639 -1.065 -0.420
C 0.370 3.864 0.706 -3.199 0.435 1.442 -0.709
C 0.097 2.505 0.727 0.387 0.473 1.006 0.699
C -1.216 2.051 1.188 -1.228 -2.080 0.972 -0.937
C -1.950 1.574 -0.110 -1.386 0.872 0.416 -0.782
C -1.814 0.176 -0.549 -0.822 -2.659 1.865 0.316
N -2.295 -0.847 0.154 0.270 3.397 0.300 -1.296
N -1.835 -2.011 -0.283 1.560 0.599 -2.976 0.820
C -2.216 -3.283 0.129 0.708 -1.727 0.515 0.270
O -3.135 -3.564 0.802 -3.633 0.875 2.756 -0.548
C -1.409 -4.388 -0.282 2.422 0.558 0.802 0.379
N -0.992 -5.624 0.278 -1.016 2.446 -1.217 0.090
N -0.071 -6.124 -0.612 -1.020 -0.588 0.535 -0.537
N 0.034 -5.358 -1.625 1.189 1.273 0.476 -0.296
C -0.612 -4.142 -1.332 -0.081 -0.383 -1.865 0.591
N -0.509 -2.926 -2.028 -0.140 0.772 0.638 -0.616
C -1.048 -1.856 -1.448 0.852 -5.480 -0.563 0.454
S -0.924 -0.255 -2.003 -0.103 0.296 0.687 -0.095
C 1.083 1.609 0.457 -0.680 -1.560 -0.469 -0.273
H 3.113 -0.064 0.282 0.431 1.339 -0.416 0.331
H 4.344 1.274 0.049 0.226 -0.280 0.080 0.395
H 3.371 0.692 -1.301 -0.191 0.405 0.488 0.255
H 3.745 3.779 0.031 -1.082 -0.703 0.115 0.332
H 1.977 5.280 0.716 -0.524 0.561 -0.222 0.378
H -0.474 4.542 1.056 1.322 -0.662 -0.628 0.261
H -1.142 1.143 1.861 0.135 0.963 -0.619 0.391
H -1.689 2.826 1.842 -0.163 -0.559 -1.140 0.438
H -3.024 1.790 -0.142 0.126 0.209 0.261 0.355
H -1.468 2.151 -0.858 -0.069 0.772 -1.099 0.547
H -1.179 -5.908 1.258 0.471 -0.176 -1.396 0.277
H 0.833 0.528 0.391 0.228 0.713 0.391 0.248
```
Positions in Å, forces in eV/Å.

Properties
**HOMO-LUMO gap**: 8.68 eV
**HOMO energy**: -8.7084 eV
**2S+1**: 1
**LUMO**: -0.03 eV
**Energy above the lowest of the compared OMol25 structures with the same formula, charge and spin**: 209.6 kJ/mol
**DFT total energy**: -1342.5476 a.u.
**SMILES string**: Cc1cccc(CCc2nn3c(=O)c4[nH]nnc4nc3s2)c1



Density functional theory data (wB97M-V/def2-TZVPD) for a molecular structure, C14H12NO4S2SbSe4Tc.

```
39
Properties=species:S:1:pos:R:3:forces:R:3:mulliken_charge:R:1
Tc 0.530 -0.277 1.958 0.559 0.383 -0.322 1.175
Se -2.573 -3.907 3.636 -0.134 0.301 -0.052 -0.111
Sb -3.528 -1.833 3.545 -0.101 -0.248 0.219 1.165
Se 0.135 -0.582 4.038 -0.052 -0.092 0.377 -0.049
Se -1.354 -0.905 0.804 -0.297 -0.208 -0.166 -0.108
Se -4.617 0.118 3.924 0.074 -0.101 -0.131 -0.080
O -2.983 0.789 -1.750 -0.060 0.048 0.061 -0.527
S -3.261 1.393 -0.497 0.129 -0.009 -0.103 1.042
O -4.460 1.157 0.221 -0.026 -0.022 0.070 -0.520
N -1.931 0.857 0.558 0.077 0.172 -0.025 0.146
C -1.097 1.829 0.869 -0.168 -0.192 -0.010 1.243
O -0.005 1.580 1.511 0.068 -0.108 0.046 -0.822
C -1.520 3.134 0.402 -0.025 0.099 0.004 0.023
C -0.921 4.361 0.641 0.016 -0.024 -0.004 -0.558
C -1.517 5.493 0.094 -0.013 0.011 -0.008 -0.694
C -2.681 5.397 -0.660 0.005 -0.020 0.006 -0.525
C -3.297 4.164 -0.899 -0.006 0.019 -0.023 -0.621
C -2.691 3.056 -0.362 -0.003 -0.016 0.043 0.510
H -0.022 4.436 1.237 0.001 -0.005 -0.001 0.533
H -1.071 6.463 0.262 -0.001 0.001 0.000 0.444
H -3.124 6.293 -1.072 0.001 0.000 0.000 0.457
H -4.204 4.096 -1.484 0.002 0.006 -0.001 0.498
C 4.514 -0.985 0.182 -0.003 0.004 0.033 -1.125
S 2.807 -0.870 -0.301 -0.044 -0.041 -0.011 0.450
O 2.143 -0.826 1.209 -0.072 0.034 -0.014 -0.674
C 2.384 -2.415 -0.961 0.052 0.073 0.046 0.770
C 2.840 -3.624 -0.426 -0.015 -0.063 -0.032 -0.314
C 2.507 -4.791 -1.083 0.023 0.022 0.035 -0.749
C 1.747 -4.745 -2.253 -0.007 0.016 -0.007 -0.413
C 1.297 -3.538 -2.772 0.004 -0.020 0.003 -0.702
C 1.611 -2.355 -2.125 0.000 -0.008 -0.012 -0.216
H 4.664 -1.835 0.844 0.019 0.002 -0.008 0.373
H 4.772 -0.046 0.669 0.011 -0.006 -0.001 0.442
H 5.081 -1.096 -0.744 -0.005 -0.009 -0.005 0.456
H 3.442 -3.660 0.472 -0.002 0.007 0.001 0.313
H 2.856 -5.740 -0.699 -0.008 -0.006 -0.009 0.436
H 1.513 -5.667 -2.769 -0.002 -0.001 0.000 0.445
H 0.720 -3.517 -3.686 0.001 -0.001 0.000 0.435
H 1.295 -1.402 -2.532 -0.001 0.003 0.006 0.454
```
Positions in Å, forces in eV/Å.

Properties
**HOMO-LUMO gap**: 6.12 eV
**HOMO energy**: -17.8104 eV
**2S+1**: 1
**LUMO**: -11.69 eV
**Energy above the lowest of the compared OMol25 structures with the same formula, charge and spin**: 0.0 kJ/mol
**Net charge**: +3
**DFT total energy**: -11618.4567 a.u.